No. 1
A molecular structure, C27H20N6O2ReSe3 in a non-equilibrium geometry, computed with the ωB97M-V functional and the def2-TZVPD basis.

Results
2S+1: 2
Total charge: +2
HOMO-LUMO gap (spin up / spin down) in eV: 5.53 / 5.41

The geometry in XYZ format:
```
59
Properties=species:S:1:pos:R:3:lowdin_charge:R:1
Re 0.6189 -2.9084 1.7102 1.110
Se 0.1034 -5.2028 1.2068 0.766
Se 3.0314 -3.6015 4.3376 0.783
Se 2.1597 -1.4492 4.2446 0.759
O -2.5078 6.4356 -5.9379 -0.018
O -1.3107 -2.5798 1.0844 -0.233
N 2.7587 -3.3494 1.5521 -0.192
N 2.8452 -6.4515 1.2844 0.119
N -0.3003 -2.5951 3.5442 -0.150
N -2.2152 1.9917 -1.6945 0.072
N 0.7523 -1.0828 0.7720 -0.054
N -1.5385 3.0764 -1.7573 0.102
C 1.8525 0.8431 -0.1078 0.001
C -2.1744 -2.8712 4.9899 -0.002
C 4.9008 -4.1101 2.2525 -0.073
C -1.5538 -3.0320 3.7660 -0.084
C 1.8674 -0.3352 0.5980 -0.095
C -2.8703 4.3900 -4.9306 0.042
C 4.4286 -3.8644 -0.0676 -0.021
C -2.6643 3.5217 -3.9045 0.015
C 3.1683 -3.4216 0.2681 -0.155
C -1.8423 0.9024 -1.0040 -0.165
C -1.4034 6.0384 -3.8428 0.016
C 0.6741 1.3020 -0.6801 0.053
C 0.3635 -1.9932 4.5522 -0.665
C -1.1974 5.1547 -2.8148 0.021
C -0.5045 0.5764 -0.5030 -0.046
C 3.6078 -3.6779 2.5179 -0.690
C 5.3091 -4.2253 0.9399 -0.014
C 1.7819 -6.0090 1.2504 -0.695
C -2.9377 -0.0256 -0.8041 0.034
C -2.2406 5.6617 -4.9078 -0.249
C -1.9438 7.7595 -6.0071 -0.013
C -1.8182 3.8891 -2.8304 -0.247
C -0.4074 -0.6222 0.2270 -0.120
C -1.5179 -1.5067 0.4407 -0.294
C -1.5110 -2.2196 6.0101 -0.002
C -0.2156 -1.7694 5.7858 -0.064
C -2.8007 -1.1788 -0.1035 0.038
H -1.9836 -2.0704 6.9710 0.132
H -3.6394 -1.8444 0.0458 0.133
H -2.3207 8.1842 -6.9307 0.105
H 0.3533 -1.2719 6.5574 0.118
H 2.7748 1.3970 -0.2207 0.130
H 5.5661 -4.3559 3.0679 0.119
H -2.2777 8.3597 -5.1606 0.106
H -2.0494 -3.5066 2.9362 0.110
H 2.7753 -0.7093 1.0489 0.105
H -3.1762 -3.2532 5.1241 0.129
H -0.9307 7.0096 -3.8226 0.117
H 6.3029 -4.5821 0.7095 0.132
H -0.5655 5.4183 -1.9755 0.126
H -0.8558 7.7031 -6.0374 0.105
H 4.7066 -3.9307 -1.1101 0.127
H 2.4570 -3.1513 -0.5045 0.118
H -3.5153 4.1500 -5.7653 0.137
H -3.1464 2.5543 -3.8886 0.117
H 0.6803 2.2055 -1.2672 0.114
H -3.9037 0.2341 -1.2146 0.130
```

***

No. 2
A molecular structure, C27H21BF4N2O2PdSTe, computed with the ωB97M-V functional and the def2-TZVPD basis.

Results
2S+1: 3
HOMO-LUMO gap (spin up / spin down) in eV: 8.16 / 6.46

The geometry in XYZ format:
```
60
Properties=species:S:1:pos:R:3:lowdin_charge:R:1
Te 0.8753 0.1215 -2.5178 1.570
Pd -1.0389 0.1007 -0.7594 0.829
S -1.1947 -0.5415 1.9721 0.595
F -2.8353 -1.5516 -1.5863 0.060
F -4.4384 -0.8145 -3.1054 0.162
F -2.2856 0.0684 -3.0811 -0.005
F -3.7319 0.5368 -1.3631 0.100
O -2.5199 -0.5275 2.5161 -0.267
O -0.8696 -1.5443 0.9421 -0.379
N -1.3986 2.2645 -0.9560 0.011
N -0.7414 0.8085 1.2262 -0.205
C 0.9164 -3.2949 -5.1615 -0.080
C -0.0859 -4.0762 -3.1155 -0.059
C -0.0888 -0.8013 3.3100 -0.283
C -2.2965 4.0610 0.3923 -0.146
C 1.0581 -2.0288 -4.6106 -0.141
C 2.3727 -1.1946 -0.2366 -0.138
C -2.3417 3.8187 2.7812 -0.059
C 0.6258 -1.8004 -3.3100 -0.498
C 3.7370 0.2910 -1.5721 -0.142
C 2.1271 -0.8276 4.2047 -0.072
C -2.3034 4.2020 -2.0110 -0.027
C 2.5151 -0.3066 -1.2981 -0.509
C -1.6927 2.8008 0.2746 -0.145
C 1.2763 -0.5844 3.1420 -0.061
C -1.7068 2.9264 -2.0392 -0.120
C -0.6116 -1.2459 4.5140 -0.049
C 0.2563 -1.4881 5.5728 -0.068
C 4.8355 -0.0044 -0.7715 -0.080
C 1.6174 -1.2820 5.4180 -0.076
C 0.3450 -4.3152 -4.4133 -0.073
C -2.5929 4.7584 -0.8029 0.005
C -1.3993 2.0427 1.4440 -0.254
C 3.4761 -1.4898 0.5516 -0.082
C 0.0517 -2.8139 -2.5544 -0.121
C 4.7038 -0.8936 0.2848 -0.075
C -2.6189 4.5671 1.6765 -0.037
C -1.7248 2.5515 2.6669 -0.010
B -3.3915 -0.4504 -2.3002 -1.257
H 5.7915 0.4586 -0.9787 0.106
H 1.2472 -3.4800 -6.1749 0.105
H 1.6574 -0.2136 2.1998 0.096
H -2.5379 4.7015 -2.9398 0.111
H 0.2291 -5.3002 -4.8466 0.106
H -1.5035 2.4360 -2.9836 0.102
H 3.8455 0.9799 -2.4007 0.092
H 1.4986 -1.2323 -5.1973 0.091
H -3.0662 5.7313 -0.7397 0.122
H 5.5619 -1.1262 0.9024 0.106
H -1.5146 1.9769 3.5599 0.116
H -0.5456 -4.8662 -2.5365 0.113
H 2.2871 -1.4694 6.2474 0.105
H -0.3093 -2.6396 -1.5489 0.080
H 1.4147 -1.6531 -0.0157 0.077
H 3.1905 -0.6562 4.0945 0.106
H -1.6774 -1.3968 4.6131 0.114
H -3.0925 5.5367 1.7599 0.112
H 3.3717 -2.1839 1.3765 0.110
H -0.1359 -1.8366 6.5191 0.107
H -2.5927 4.1905 3.7657 0.108
```

***

No. 3
A molecular structure, C27H21BrMgN3O4S in a non-equilibrium geometry, computed with the ωB97M-V functional and the def2-TZVPD basis.

Results
Total charge: -1
HOMO-LUMO gap in eV: 6.76

The geometry in XYZ format:
```
58
Properties=species:S:1:pos:R:3:lowdin_charge:R:1
Br 0.1509 -3.2900 -2.4638 0.839
S -3.4238 -1.5415 -1.5314 0.560
Mg 0.4521 -0.1873 -0.4068 0.429
O 3.9925 -1.3416 -5.3394 0.065
O 0.4394 1.2028 -1.6198 -0.091
O 1.5379 1.5572 -3.5044 0.008
O -0.7915 -1.5065 -0.3217 -0.309
N -1.7226 -1.9952 0.4509 -0.188
N 1.7771 -1.1674 -1.8627 0.003
N -0.3159 1.0592 1.1128 0.121
C 3.5983 -0.3795 -3.1702 0.006
C 3.8700 -0.1220 3.0833 -0.118
C -3.9794 2.9597 0.8920 -0.089
C -2.3173 1.5042 -0.0754 -0.014
C 1.9349 -0.4153 1.0427 -0.097
C 2.2377 -2.1715 -3.9808 -0.041
C 2.7935 -0.3448 -2.0487 -0.141
C -0.7926 2.0844 -3.4529 0.000
C -3.0224 -2.0806 -0.0070 -0.753
C 1.7387 0.4578 2.1239 -0.205
C -2.3047 -2.9171 2.5568 -0.086
C 4.0650 -1.0342 2.0576 -0.110
C -1.9862 2.4638 2.1428 -0.155
C 3.1198 -1.1462 1.0543 -0.137
C 1.5259 -2.0508 -2.7996 -0.698
C -3.5292 2.1313 -0.1494 -0.064
C 0.0160 1.8698 3.3190 0.005
C -3.2226 3.1213 2.0202 -0.053
C -3.9756 -2.6219 0.8822 -0.124
C -1.1802 2.5210 3.3011 -0.009
C 2.7099 0.6239 3.1169 -0.059
C 0.4565 1.1550 2.1706 -0.200
C -3.6363 -3.0267 2.1426 -0.103
C -1.5073 1.6663 1.0654 -0.181
C -1.3871 -2.3993 1.6787 -0.031
C 3.2901 -1.2832 -4.1826 -0.307
C 0.5121 1.5713 -2.8234 -0.670
H -1.9483 0.8744 -0.8706 0.067
H -0.5981 2.4354 -4.4621 0.064
H 4.6226 0.0014 3.8530 0.089
H 4.9604 -1.6438 2.0402 0.089
H 3.3093 -1.8470 0.2497 0.083
H 4.5803 -0.5764 -5.3848 0.110
H 1.9783 -2.9045 -4.7266 0.105
H 2.5747 1.3457 3.9138 0.089
H -1.1936 2.8927 -2.8471 0.069
H -1.5302 3.0722 4.1667 0.112
H 0.6182 1.8734 4.2141 0.096
H -1.9951 -3.2330 3.5415 0.092
H -3.5567 3.7554 2.8302 0.104
H 2.9652 0.3600 -1.2537 0.121
H -0.3408 -2.2764 1.9222 0.135
H -4.9276 3.4681 0.7942 0.095
H -4.3842 -3.4245 2.8133 0.095
H 4.4084 0.3240 -3.2916 0.119
H -4.1568 1.9903 -1.0155 0.104
H -1.5180 1.2748 -3.4793 0.074
H -4.9892 -2.6874 0.5184 0.088
```

***

No. 4
A molecular structure, C27H21CaClN7O2S, computed with the ωB97M-V functional and the def2-TZVPD basis.

Results
Total charge: -1
HOMO-LUMO gap in eV: 6.31

The geometry in XYZ format:
```
60
Properties=species:S:1:pos:R:3:lowdin_charge:R:1
Ca -0.0575 -0.5714 -0.5073 1.199
Cl 1.6972 3.6817 -2.7150 0.559
S 0.9221 -3.3513 -0.4857 0.473
O 0.1004 0.4434 -2.7820 -0.107
O -0.2523 1.8108 -1.0620 -0.120
N -0.8983 -3.4127 -2.5682 -0.052
N 1.0276 0.3811 1.4828 -0.013
N -1.2414 -1.0152 1.6789 0.032
N 2.4103 -0.0707 -0.7676 0.038
N -1.3954 -2.2770 -2.0390 -0.078
N 0.6863 -5.0055 -2.5207 0.028
N -2.5321 -0.0285 -1.0193 0.040
C 0.1500 -3.9013 -1.9138 -0.936
C 3.0578 -0.3475 -1.8692 -0.139
C -1.1158 -1.0976 4.0908 -0.174
C 2.0630 1.2328 1.2139 -0.230
C -0.4200 -0.7743 5.2779 -0.092
C -3.0751 1.0819 -0.5378 -0.129
C 4.5718 1.4673 -1.5694 -0.037
C 4.1711 0.3933 -2.3109 -0.057
C -3.0990 -0.6239 -2.0749 -0.269
C 0.0063 1.5817 -2.2629 -0.789
C 0.7606 -0.0866 5.1713 -0.114
C 3.8868 1.8021 -0.3800 -0.183
C 2.4249 2.3673 1.9308 -0.039
C -4.2514 -0.1108 -2.6735 -0.032
C 3.4856 3.1943 1.5268 -0.099
C -0.6133 -0.6853 2.8341 -0.146
C -2.4721 -1.8413 -2.5778 -0.124
C 2.8047 0.9783 -0.0021 -0.157
C -4.2245 1.6539 -1.0633 -0.064
C 0.6199 0.0832 2.7286 -0.231
C -2.9181 -2.1826 2.9179 -0.063
C -2.3358 -1.7364 1.7188 -0.148
C 1.2772 0.3363 3.9428 -0.045
C -4.8174 1.0396 -2.1570 -0.080
C 4.2280 2.9234 0.4110 -0.078
C 0.2207 2.7884 -3.1869 -0.482
C -2.3068 -1.8562 4.0945 -0.030
H -4.6313 2.5588 -0.6340 0.097
H -4.6829 -0.6111 -3.5306 0.105
H 1.8441 2.6413 2.7992 0.100
H 5.4059 2.0838 -1.8864 0.110
H 5.0490 3.5628 0.1098 0.097
H -5.7108 1.4572 -2.6050 0.100
H -0.6087 3.4851 -3.0911 0.067
H -2.7835 -1.9837 0.7618 0.097
H -2.9283 -2.3699 -3.4142 0.110
H 0.1072 -5.4565 -3.2100 0.075
H -3.8229 -2.7751 2.8934 0.095
H 3.7180 4.0727 2.1186 0.095
H 0.3521 2.4692 -4.2151 0.064
H -2.5531 1.5369 0.2959 0.115
H 4.6700 0.1212 -3.2311 0.097
H -0.8102 -1.0935 6.2361 0.092
H 2.6879 -1.1888 -2.4462 0.107
H 1.3094 -5.5647 -1.9680 0.055
H 2.2328 0.8367 3.9262 0.088
H 1.3233 0.1373 6.0717 0.094
H -2.7142 -2.1843 5.0445 0.108
```

***

Ordered energy relative to the best compared isomer or geometry (same formula, charge and spin) results: 4.70 0.00 25.19 2.84; unit kcal/mol.